112
Properties=species:S:1:pos:R:3:forces:R:3:lowdin_spin:R:1 method="wB97M-V/def2-TZVPD" s2=6.030 charge=+3 lumo_ev="-8.79 / -11.33" homo_energy_ev="-16.167 / -16.139" multiplicity=5
Pd -0.3617 -0.0170 0.7159 -0.324 0.063 0.982 0.59
N -4.5569 -0.3838 5.5906 -0.504 -0.311 0.235 0.00
C -3.6087 0.0611 5.1327 0.014 -0.022 -0.067 0.00
C -2.4678 0.6399 4.5171 0.565 0.297 -0.472 0.00
C -1.6593 1.5566 5.1925 0.024 -0.039 -0.303 0.00
C -0.6051 2.1289 4.5031 -0.185 -0.084 -0.082 0.00
C -0.3673 1.7415 3.1939 0.017 0.382 0.152 0.01
N -1.1315 0.8518 2.5528 0.223 -0.085 -0.064 0.03
C -2.1649 0.3144 3.1959 -0.451 -0.070 0.344 0.00
H -1.8603 1.8063 6.2226 -0.038 0.052 0.095 0.00
H 0.0441 2.8433 4.9801 0.127 0.041 0.024 0.00
H 0.4695 2.1513 2.6419 0.085 -0.111 0.078 0.00
H -2.7799 -0.3846 2.6421 0.069 -0.054 0.014 0.00
C -4.4115 0.3824 -0.2402 0.342 0.633 -0.062 0.06
Si -3.9403 2.2077 -0.0570 -0.760 0.188 0.035 0.22
C -4.1149 2.9578 1.6750 0.298 -0.170 -0.658 0.04
C -4.4670 3.3830 -1.4528 0.517 -0.446 0.528 0.04
Si -1.1651 1.7987 -0.4840 0.094 -0.504 -0.262 0.99
Si -1.1234 0.9606 -3.2190 0.136 -0.082 -0.563 0.24
C -2.0120 2.2996 -4.2254 0.153 -0.569 0.501 0.04
C 0.7609 0.8821 -3.3785 -0.747 0.176 0.323 0.06
C -1.9851 -0.7162 -3.0652 0.338 0.688 0.323 0.05
Si -0.0236 4.3994 -0.2641 0.145 0.882 0.004 0.21
C -0.8541 5.1959 -1.7707 0.266 -0.562 0.538 0.04
C -0.7285 4.8462 1.4376 0.237 -0.448 -0.555 0.05
C 1.8626 4.3386 -0.3408 -0.717 -0.434 0.043 0.04
H -5.2525 0.1511 0.4110 -0.108 0.140 0.256 0.01
H -3.5977 -0.2933 0.0204 0.066 -0.097 0.064 0.01
H -4.7383 0.1553 -1.2516 0.045 0.096 -0.201 0.00
H -5.0485 2.6255 2.1248 -0.212 -0.252 -0.069 0.01
H -4.1654 4.0426 1.6413 0.077 0.151 -0.158 0.00
H -3.3194 2.6742 2.3558 0.168 -0.106 0.111 0.00
H -5.5559 3.3859 -1.5009 -0.222 -0.147 0.123 0.01
H -4.1095 3.0915 -2.4356 0.059 -0.127 -0.081 0.00
H -4.1680 4.4116 -1.2658 0.090 0.060 0.124 0.00
H -1.9336 3.3004 -3.8119 0.103 0.094 0.128 0.00
H -3.0655 2.0657 -4.3588 -0.119 -0.100 0.096 0.00
H -1.5809 2.3381 -5.2241 0.250 -0.097 -0.142 0.01
H 1.2049 1.8610 -3.5285 -0.022 0.204 0.025 0.00
H 1.0333 0.2819 -4.2444 -0.133 -0.195 -0.215 0.01
H 1.2211 0.4187 -2.5075 -0.002 -0.051 0.052 0.00
H -2.9883 -0.6382 -2.6601 -0.178 0.098 0.054 0.00
H -1.4133 -1.3798 -2.4218 0.138 -0.027 0.094 0.00
H -2.0709 -1.1907 -4.0404 0.089 0.092 -0.318 0.01
H -1.9159 4.9875 -1.8496 -0.171 -0.058 0.075 0.00
H -0.3734 4.9096 -2.7013 0.142 -0.137 -0.089 0.00
H -0.7462 6.2763 -1.6916 0.089 0.218 0.194 0.01
H -1.7362 4.4806 1.6041 -0.180 -0.065 -0.048 0.00
H -0.7624 5.9282 1.5503 0.057 0.261 -0.219 0.01
H -0.0959 4.4725 2.2380 0.133 -0.104 0.014 0.00
H 2.2404 3.8919 -1.2557 -0.026 -0.085 -0.176 0.00
H 2.2849 3.8014 0.5040 -0.009 -0.082 0.142 0.00
H 2.2605 5.3533 -0.3013 -0.213 0.274 0.023 0.01
I 0.1572 -2.4927 4.2157 -0.190 -0.279 0.257 0.04
I 1.9488 -2.2378 6.1694 -0.157 -0.246 0.272 0.10
C 5.4710 1.3229 -3.3519 -0.253 -0.035 -0.024 0.00
C 4.2213 1.1332 -2.5030 0.401 0.027 0.119 0.00
C 4.5320 1.2923 -1.0200 -0.134 -0.087 -0.296 0.00
C 3.3149 1.1223 -0.1250 -0.163 -1.285 0.329 0.01
Ge 3.0156 -0.7712 0.6584 2.166 0.418 -0.247 0.01
C 3.6383 -2.7239 0.5301 -0.223 1.008 -0.097 0.00
C 4.6052 -2.9874 -0.5963 -0.176 -0.030 -0.324 0.00
C 3.9480 -2.9634 -1.9664 0.317 0.063 -0.007 0.00
C 4.9859 -3.0244 -3.0751 -0.204 0.014 -0.041 0.00
H 5.2360 1.2244 -4.4072 0.073 -0.007 -0.146 0.00
H 6.2237 0.5831 -3.0981 0.145 -0.099 0.002 0.00
H 5.8981 2.3093 -3.1884 0.075 0.087 -0.008 0.00
H 3.7954 0.1426 -2.6859 -0.110 -0.060 -0.049 0.00
H 3.4765 1.8794 -2.7938 -0.122 -0.014 0.017 0.00
H 4.9416 2.2927 -0.8578 0.049 -0.016 0.050 0.00
H 5.3179 0.5897 -0.7324 0.095 0.090 0.011 0.00
H 2.3821 1.4271 -0.6119 0.035 0.004 0.010 0.01
H 3.4493 1.6900 0.7980 -0.270 -0.279 0.145 0.00
H 0.2400 -0.6328 -0.5191 0.086 0.125 -0.739 0.02
H 2.7413 -3.3459 0.4688 -0.020 0.095 0.055 0.00
H 4.1358 -2.8836 1.4863 -0.325 0.235 0.192 0.00
H 5.0502 -3.9720 -0.4338 0.084 0.018 0.033 0.00
H 5.4215 -2.2637 -0.5652 0.125 -0.029 0.003 0.00
H 3.3501 -2.0442 -2.0500 -0.090 0.048 -0.090 0.00
H 3.2625 -3.8063 -2.0621 -0.165 -0.024 0.054 0.00
H 5.6924 -2.2028 -2.9863 0.098 0.109 -0.043 0.00
H 4.5221 -2.9789 -4.0563 0.014 0.004 -0.134 0.00
H 5.5465 -3.9533 -3.0129 0.086 -0.085 -0.024 0.00
C 0.2173 -5.4157 -0.7117 0.005 0.110 -0.251 0.00
C -0.5176 -4.3182 -1.4679 0.042 -0.142 0.127 0.00
C -1.8329 -3.9619 -0.7922 0.542 0.024 0.385 0.00
S -1.4507 -3.1216 0.8261 -0.575 -1.443 -0.613 0.01
O -1.9982 -1.7144 0.6274 0.163 1.616 0.109 0.10
C -2.6282 -3.9678 1.9749 0.291 0.379 0.116 0.01
C -3.9874 -3.3029 2.0931 -0.058 0.047 -0.244 0.00
C -4.8614 -3.4630 0.8573 0.073 0.093 0.237 0.00
H 1.1390 -5.6727 -1.2238 0.161 -0.059 0.051 0.00
H -0.3892 -6.3143 -0.6612 -0.089 -0.168 0.037 0.00
H 0.4549 -5.1049 0.3031 0.115 -0.013 0.172 0.00
H -0.7257 -4.6572 -2.4844 -0.026 0.107 -0.028 0.00
H 0.1106 -3.4245 -1.5335 0.043 0.065 -0.131 0.00
H -2.4102 -4.8612 -0.5994 -0.154 -0.023 0.095 0.00
H -2.4184 -3.2674 -1.3889 -0.179 0.203 0.254 0.00
H -2.1123 -3.9490 2.9390 -0.027 -0.150 -0.084 0.00
H -2.7052 -4.9979 1.6314 0.142 -0.080 0.008 0.00
H -3.8426 -2.2454 2.3175 -0.072 0.029 0.090 0.00
H -4.4918 -3.7449 2.9548 0.098 0.017 0.038 0.00
H -4.4188 -2.9730 -0.0059 0.037 0.034 -0.175 0.00
H -5.8368 -3.0202 1.0345 -0.129 0.023 -0.035 0.00
H -5.0127 -4.5144 0.6336 -0.049 -0.149 -0.124 0.00
F 2.7215 1.4285 3.0230 -0.153 -1.174 0.100 0.03
Te 2.7225 -0.4409 3.6928 1.968 2.758 0.682 0.16
F 1.5663 0.7133 5.0261 0.690 -1.633 -0.976 0.20
F 4.2240 -0.2898 2.2067 -1.082 -0.420 -0.935 0.01
F 4.2033 0.1115 4.7115 -0.863 -0.392 -0.252 0.04
F 3.7739 -2.2385 3.5485 -1.525 1.250 0.223 0.20
O 1.6299 -0.6468 1.7412 -0.468 -0.050 0.859 0.23